Entry 1:
{
  "formula": "CH8O5",
  "method": "ωB97M-V with the def2-TZVPD basis set",
  "total_charge": 0,
  "homo_lumo_gap_ev": 10.66,
  "smiles": "O=CO.O.O.O",
  "lumo_energy_ev": 0.59,
  "e_above_lowest_kj_mol": 117.4,
  "symbols": ["O", "C", "O", "H", "H", "H", "H", "O", "H", "H", "O", "H", "H", "O"],
  "positions_angstrom": [[-1.514, 1.692, 1.423], [-1.955, 1.349, 0.368], [-0.966, 1.143, -0.546], [-3.016, 1.272, 0.233], [-0.774, 0.166, -0.744], [0.040, -1.854, -1.025], [-0.805, -1.580, -2.249], [-0.809, -1.456, -1.271], [2.295, -1.795, -0.315], [1.702, -1.004, 0.938], [1.576, -1.718, 0.244], [1.270, 1.063, 1.713], [1.403, 1.783, 0.422], [1.553, 0.940, 0.806]],
  "forces_ev_per_a": [[-1.14, 0.71, 1.79], [3.45, -0.02, 0.69], [-1.20, -1.18, -1.56], [-0.61, -0.34, -1.00], [-0.66, 0.98, -0.04], [0.10, 0.19, 0.73], [-0.35, 0.32, 0.96], [0.27, -0.42, -1.47], [2.55, 0.22, -1.29], [0.10, -1.03, -1.94], [-2.59, 0.36, 2.77], [-0.25, 0.10, 0.23], [-0.41, 1.06, -0.79], [0.73, -0.95, 0.91]]
}

Entry 2:
{
  "formula": "C45H49F17NO2",
  "method": "ωB97M-V with the def2-TZVPD basis set",
  "total_charge": 0,
  "homo_lumo_gap_ev": [8.92, 9.46],
  "multiplicity": 2,
  "lumo_energy_ev": [0.52, 0.28],
  "e_above_lowest_kj_mol": 0.0,
  "symbols": ["C", "C", "O", "C", "C", "C", "C", "F", "F", "C", "F", "F", "C", "F", "F", "C", "F", "F", "C", "F", "F", "C", "F", "F", "C", "F", "F", "C", "F", "F", "F", "C", "C", "C", "C", "N", "O", "C", "C", "C", "C", "H", "H", "H", "H", "H", "H", "H", "H", "H", "H", "H", "H", "H", "H", "H", "H", "H", "H", "H", "H", "H", "H", "H", "H", "H", "C", "C", "C", "C", "C", "C", "H", "H", "H", "H", "H", "H", "C", "C", "C", "C", "C", "C", "H", "H", "H", "H", "H", "H", "C", "C", "C", "C", "C", "C", "H", "H", "H", "H", "H", "H", "C", "C", "C", "C", "C", "C", "H", "H", "H", "H", "H", "H"],
  "positions_angstrom": [[4.773, -3.276, 4.677], [3.430, -2.659, 4.341], [3.646, -1.408, 3.709], [2.509, -0.904, 3.029], [2.369, -1.543, 1.633], [2.025, -0.651, 0.397], [3.353, 0.071, 0.017], [4.202, -0.829, -0.542], [3.980, 0.551, 1.129], [3.314, 1.293, -0.946], [2.578, 0.975, -2.031], [2.721, 2.316, -0.309], [4.655, 1.857, -1.528], [5.259, 0.899, -2.233], [4.256, 2.818, -2.377], [5.718, 2.527, -0.563], [5.108, 2.973, 0.548], [6.229, 3.583, -1.213], [6.928, 1.616, -0.179], [7.690, 1.500, -1.274], [6.512, 0.391, 0.187], [7.846, 2.182, 0.966], [7.925, 3.520, 0.828], [9.066, 1.670, 0.769], [7.426, 1.826, 2.438], [8.003, 0.666, 2.769], [6.094, 1.683, 2.541], [7.861, 2.891, 3.480], [7.642, 2.424, 4.691], [9.153, 3.164, 3.355], [7.175, 4.007, 3.333], [0.886, 0.336, 0.682], [-0.491, -0.306, 0.957], [-0.715, -0.672, 2.440], [-1.580, 0.699, 0.544], [-0.634, -1.562, 0.167], [-1.800, -2.079, 0.197], [0.148, -1.772, -1.079], [-0.088, -3.213, -1.537], [-0.344, -0.808, -2.178], [1.650, -1.610, -0.768], [4.623, -4.191, 5.262], [5.312, -3.548, 3.763], [5.387, -2.584, 5.259], [2.827, -2.516, 5.253], [2.862, -3.337, 3.682], [2.663, 0.175, 2.970], [1.615, -1.094, 3.635], [3.332, -2.030, 1.433], [1.615, -2.340, 1.657], [0.771, 1.014, -0.166], [1.132, 0.973, 1.540], [-0.437, -1.712, 2.635], [-1.773, -0.567, 2.699], [-0.140, -0.016, 3.095], [-2.569, 0.256, 0.674], [-1.500, 1.574, 1.202], [-1.458, 1.042, -0.486], [-1.063, -3.315, -2.015], [-0.048, -3.901, -0.688], [0.686, -3.486, -2.264], [-1.439, -0.769, -2.172], [0.046, 0.206, -2.064], [-0.032, -1.193, -3.155], [2.137, -1.327, -1.703], [2.055, -2.594, -0.505], [-0.753, 5.310, 2.356], [-0.205, 6.090, 3.365], [1.173, 6.175, 3.506], [2.005, 5.480, 2.639], [1.457, 4.702, 1.628], [0.079, 4.616, 1.487], [-1.828, 5.245, 2.245], [-0.853, 6.633, 4.041], [1.600, 6.783, 4.294], [3.080, 5.544, 2.751], [2.105, 4.160, 0.953], [-0.348, 4.010, 0.697], [-3.993, -1.324, -5.992], [-4.885, -1.052, -4.965], [-4.765, -1.711, -3.749], [-3.753, -2.641, -3.558], [-2.860, -2.913, -4.587], [-2.981, -2.256, -5.804], [-4.086, -0.809, -6.940], [-5.675, -0.325, -5.111], [-5.461, -1.499, -2.946], [-3.653, -3.145, -2.605], [-2.073, -3.642, -4.442], [-2.288, -2.472, -6.607], [-5.228, -6.298, 1.316], [-4.229, -5.466, 1.806], [-3.955, -4.264, 1.169], [-4.680, -3.894, 0.046], [-5.678, -4.723, -0.446], [-5.951, -5.927, 0.190], [-5.443, -7.237, 1.810], [-3.664, -5.758, 2.683], [-3.175, -3.609, 1.534], [-4.450, -2.954, -0.440], [-6.240, -4.436, -1.327], [-6.728, -6.577, -0.192], [-6.586, 2.064, -3.538], [-7.582, 1.241, -3.032], [-8.888, 1.703, -2.945], [-9.197, 2.990, -3.364], [-8.201, 3.813, -3.870], [-6.895, 3.351, -3.958], [-5.567, 1.702, -3.606], [-7.341, 0.237, -2.704], [-9.664, 1.061, -2.549], [-10.215, 3.351, -3.296], [-8.443, 4.816, -4.198], [-6.118, 3.993, -4.353]],
  "forces_ev_per_a": [[-0.07, -0.16, -0.02], [-0.06, -0.13, 0.01], [0.07, -0.02, -0.05], [0.03, 0.01, 0.07], [-0.06, -0.11, -0.05], [0.23, -0.03, 0.14], [0.00, 0.21, 0.06], [0.01, -0.20, 0.00], [-0.09, -0.04, -0.01], [0.13, -0.24, 0.26], [-0.16, -0.03, -0.09], [-0.30, 0.25, 0.01], [0.05, -0.01, 0.39], [0.20, -0.25, -0.36], [-0.02, 0.17, -0.12], [-0.12, -0.15, 0.06], [0.03, 0.10, -0.03], [-0.01, 0.06, -0.04], [-0.13, 0.02, 0.21], [0.11, -0.03, -0.08], [0.05, 0.01, -0.02], [-0.21, 0.00, -0.03], [-0.01, 0.07, 0.03], [0.17, -0.01, 0.01], [-0.16, 0.05, -0.21], [0.07, -0.18, 0.05], [0.07, 0.07, 0.03], [0.08, -0.16, -0.38], [-0.11, -0.34, 0.61], [0.44, -0.01, -0.10], [-0.41, 0.51, -0.13], [0.01, 0.13, 0.06], [0.05, -0.08, 0.02], [-0.12, -0.10, -0.05], [0.10, 0.14, 0.18], [-0.39, 0.39, -0.27], [0.22, -0.07, 0.12], [0.11, -0.06, 0.16], [-0.08, 0.04, -0.05], [-0.05, -0.07, 0.01], [0.06, -0.13, -0.08], [0.05, 0.16, -0.06], [-0.04, 0.12, 0.13], [-0.09, -0.06, -0.07], [0.07, 0.03, -0.13], [0.10, 0.12, 0.06], [-0.10, -0.10, 0.01], [0.10, 0.08, -0.06], [-0.17, 0.00, -0.05], [0.10, 0.14, -0.01], [0.02, -0.11, 0.03], [0.01, -0.06, -0.15], [0.04, 0.19, 0.01], [0.16, -0.07, -0.07], [-0.12, -0.01, -0.08], [0.12, 0.03, -0.06], [-0.04, -0.12, -0.10], [-0.04, -0.09, 0.08], [0.04, -0.01, 0.07], [0.06, 0.08, -0.12], [-0.11, 0.04, 0.10], [0.15, -0.07, -0.02], [-0.01, -0.12, -0.01], [0.03, 0.12, 0.13], [-0.03, 0.01, 0.11], [-0.06, 0.14, -0.11], [0.00, -0.01, 0.00], [0.00, 0.01, 0.00], [0.00, -0.01, 0.01], [-0.01, 0.00, 0.01], [0.01, -0.03, 0.01], [0.00, -0.02, 0.01], [0.00, 0.00, 0.00], [0.00, 0.00, 0.00], [0.00, 0.00, 0.00], [0.00, 0.00, -0.01], [0.01, 0.03, 0.01], [0.00, 0.01, -0.01], [0.01, 0.00, 0.01], [-0.03, 0.02, 0.00], [0.01, 0.02, 0.02], [0.06, 0.01, 0.02], [-0.03, 0.01, 0.00], [0.00, 0.00, 0.00], [0.00, 0.00, 0.00], [-0.01, -0.02, -0.01], [0.00, 0.00, 0.00], [0.00, -0.04, -0.01], [0.01, -0.01, 0.01], [0.00, 0.00, 0.00], [-0.01, 0.00, -0.01], [-0.04, 0.01, -0.05], [0.03, -0.03, 0.08], [0.02, 0.05, -0.03], [0.02, -0.01, 0.02], [0.00, 0.00, 0.00], [0.00, 0.00, 0.00], [0.00, 0.00, 0.00], [0.00, -0.02, -0.01], [-0.02, 0.01, 0.00], [0.00, 0.00, 0.00], [0.00, 0.00, 0.00], [0.03, -0.01, 0.00], [0.00, 0.00, 0.00], [0.00, 0.00, 0.00], [0.00, 0.00, 0.00], [0.00, 0.00, -0.01], [-0.01, 0.00, 0.00], [0.00, 0.01, 0.01], [0.00, 0.00, 0.00], [0.00, 0.00, 0.00], [0.00, 0.00, 0.00], [0.00, 0.00, 0.00], [0.00, 0.00, 0.00]]
}

Entry 3:
{
  "formula": "C17H36BBrO14V",
  "method": "ωB97M-V with the def2-TZVPD basis set",
  "total_charge": 0,
  "homo_lumo_gap_ev": [8.66, 9.08],
  "multiplicity": 2,
  "lumo_energy_ev": [-0.83, -0.40],
  "symbols": ["O", "V", "Br", "O", "C", "O", "B", "O", "C", "O", "O", "C", "O", "C", "O", "O", "C", "C", "C", "O", "H", "H", "H", "H", "H", "H", "H", "H", "C", "C", "C", "O", "H", "H", "H", "H", "H", "H", "H", "H", "C", "C", "C", "O", "H", "H", "H", "H", "H", "H", "H", "H", "C", "C", "O", "H", "H", "H", "H", "H", "H", "C", "C", "O", "H", "H", "H", "H", "H", "H"],
  "positions_angstrom": [[28.840, 26.166, -30.406], [29.714, 26.641, -29.192], [31.973, 26.697, -30.456], [26.777, 24.945, -26.188], [26.412, 26.086, -26.188], [25.500, 26.658, -25.459], [25.481, 28.119, -25.728], [26.501, 28.294, -26.805], [27.048, 27.160, -27.081], [27.909, 26.961, -27.903], [25.831, 28.865, -24.523], [24.878, 29.734, -24.228], [24.834, 30.517, -23.332], [23.777, 29.592, -25.313], [24.155, 28.609, -26.128], [22.795, 30.252, -25.406], [31.450, 26.778, -25.117], [30.279, 27.282, -25.960], [29.763, 28.626, -25.478], [30.737, 27.355, -27.350], [31.632, 25.725, -25.327], [31.316, 26.936, -24.049], [32.360, 27.309, -25.417], [29.504, 26.516, -26.003], [30.528, 29.406, -25.478], [29.442, 28.471, -24.446], [28.919, 29.004, -26.051], [31.539, 27.898, -27.309], [27.146, 23.569, -32.673], [26.114, 24.387, -31.900], [24.681, 23.884, -32.077], [26.431, 24.452, -30.508], [26.727, 23.349, -33.656], [27.286, 22.599, -32.178], [28.136, 24.015, -32.729], [26.143, 25.390, -32.330], [24.019, 24.590, -31.572], [24.427, 22.891, -31.699], [24.405, 23.915, -33.135], [26.181, 23.586, -30.163], [30.402, 30.650, -30.558], [29.979, 30.009, -29.251], [29.005, 30.918, -28.502], [29.305, 28.771, -29.583], [30.967, 29.925, -31.152], [31.107, 31.475, -30.417], [29.593, 31.042, -31.177], [30.854, 29.826, -28.632], [28.219, 31.272, -29.175], [29.511, 31.781, -28.072], [28.443, 30.380, -27.737], [28.685, 28.979, -30.295], [29.961, 27.513, -33.722], [29.613, 28.679, -34.610], [28.311, 29.155, -34.292], [29.881, 27.752, -32.659], [31.035, 27.304, -33.786], [29.493, 26.543, -33.883], [29.710, 28.364, -35.658], [30.347, 29.485, -34.500], [28.165, 29.972, -34.779], [29.357, 22.710, -29.687], [28.970, 23.626, -28.524], [30.008, 24.640, -28.426], [28.657, 21.911, -29.938], [30.327, 22.255, -29.476], [29.425, 23.308, -30.596], [28.818, 23.140, -27.562], [28.059, 24.179, -28.747], [30.792, 24.230, -28.042]],
  "forces_ev_per_a": [[0.91, 0.59, 1.34], [-0.83, -0.24, -1.83], [-0.84, 0.08, 0.89], [-0.03, -0.27, 0.04], [0.42, -0.42, -0.08], [-0.18, 0.18, 0.00], [-1.03, 0.18, 0.58], [0.23, 0.43, -0.30], [-0.63, 0.06, 0.25], [1.23, -0.24, -0.64], [0.66, -0.20, -0.01], [-0.81, 0.47, -0.31], [0.39, -0.13, 0.22], [0.30, -0.07, 0.16], [0.60, -0.40, -0.28], [-0.29, 0.10, -0.04], [0.16, -0.01, -0.56], [0.25, -0.07, 0.06], [-0.17, -0.27, 0.17], [0.06, 0.26, 0.46], [-0.01, -0.03, 0.17], [-0.18, -0.08, -0.01], [-0.04, 0.09, 0.14], [-0.12, 0.21, 0.20], [0.19, -0.17, -0.01], [-0.11, 0.25, -0.03], [-0.06, -0.17, -0.05], [-0.05, -0.23, -0.58], [-0.48, -0.76, 0.35], [0.03, -0.44, -0.28], [-0.32, 0.63, -0.36], [-0.01, 0.01, -0.18], [0.36, 0.13, -0.16], [-0.10, -0.01, -0.03], [-0.13, 0.32, -0.11], [0.03, 0.22, 0.50], [-0.02, -0.05, 0.05], [0.50, -0.12, 0.08], [0.03, -0.10, 0.03], [0.01, 0.11, 0.15], [1.22, -0.04, -0.49], [-0.76, 1.22, -0.42], [-0.50, -0.39, -0.03], [0.39, -0.50, 0.37], [-0.15, -0.07, 0.01], [-0.21, 0.04, 0.29], [-0.28, -0.18, 0.25], [-0.06, -0.58, -0.07], [0.21, 0.14, -0.16], [0.02, 0.00, 0.02], [0.36, -0.03, 0.22], [-0.01, -0.35, 0.02], [1.21, -0.14, 0.86], [0.20, -0.29, -0.27], [-0.02, 0.01, -0.08], [-0.44, 0.14, -0.01], [-0.01, 0.07, -0.36], [-0.51, 0.30, -0.32], [-0.36, 0.03, -0.02], [0.01, -0.06, 0.29], [-0.08, -0.06, -0.01], [0.03, 0.15, 0.12], [-0.56, -0.13, -0.95], [-0.18, 0.43, 0.51], [-0.16, 0.04, 0.50], [0.01, -0.06, -0.13], [0.19, 0.13, 0.08], [0.29, -0.04, 0.01], [0.05, -0.02, 0.00], [0.17, 0.39, -0.21]]
}